Record 1
Computed, not measured: a 2-piece molecular cluster, CH2F3N2 overall in a non-equilibrium geometry, with ωB97M-V with the def2-TZVPD basis set.

The geometry in XYZ format:
```
8
Properties=species:S:1:pos:R:3:lowdin_charge:R:1
C -1.236 -0.547 0.304 -0.092
N -0.154 0.086 0.140 0.300
N -1.421 -2.856 0.358 0.074
F -2.242 -0.029 0.842 0.243
F -2.403 -2.969 -0.473 0.088
F -1.811 -3.280 1.542 0.091
H 0.634 -0.394 -0.230 0.154
H -0.100 1.030 0.374 0.142
```

Results
Charge: +1
2S+1: 1
Energy above the lowest of the compared OMol25 structures with the same formula, charge and spin: 48.6 kcal per mole
Gap between HOMO and LUMO (alpha / beta): 0.316 / 0.376 Ha
HOMO (alpha / beta): -16.108 / -16.677 eV
E: -447.87350 hartree

***

Record 2
Computed, not measured: CH2FIr as an isolated structure in a non-equilibrium geometry, with ωB97M-V with the def2-TZVPD basis set.

The geometry in XYZ format:
```
5
Properties=species:S:1:pos:R:3:lowdin_charge:R:1
H 1.380 -0.502 -0.701 0.277
Ir 1.337 1.078 0.531 1.550
C -0.434 -0.257 -0.063 -0.029
F -1.329 0.694 -0.323 0.067
H -0.954 -1.013 0.556 0.135
```

Results
Charge: +2
2S+1: 5
Gap between HOMO and LUMO (alpha / beta): 0.277 / 0.318 Ha
HOMO (alpha / beta): -21.367 / -24.689 eV
E: -242.30523 hartree

***

Record 3
Computed, not measured: a 2-piece molecular cluster, CH2FNO2 overall in a non-equilibrium geometry, with ωB97M-V with the def2-TZVPD basis set.

The geometry in XYZ format:
```
7
Properties=species:S:1:pos:R:3:lowdin_charge:R:1
C -1.335 0.083 -0.015 -0.025
N -0.394 -0.396 0.617 -0.173
O 0.626 -0.777 1.022 0.043
O 2.617 -0.254 -0.162 0.092
F 2.034 0.742 -0.889 -0.076
H -1.205 0.641 -0.935 0.070
H -2.343 -0.039 0.363 0.069
```

Results
Charge: 0
2S+1: 3
Energy above the lowest of the compared OMol25 structures with the same formula, charge and spin: 66.3 kcal per mole
Gap between HOMO and LUMO (alpha / beta): 0.331 / 0.282 Ha
HOMO (alpha / beta): -8.025 / -9.903 eV
E: -344.07446 hartree

***

Record 4
Computed, not measured: a 2-piece molecular cluster, CH2FNO2S overall in a non-equilibrium geometry, with ωB97M-V with the def2-TZVPD basis set.

The geometry in XYZ format:
```
8
Properties=species:S:1:pos:R:3:lowdin_charge:R:1
C 1.780 -2.004 -0.208 -0.109
N 2.662 -1.480 -0.711 0.057
O -0.009 1.906 1.034 -0.402
O -1.883 1.522 -0.500 -0.304
F -0.455 -0.376 0.209 -0.362
S -0.363 1.262 -0.208 0.917
H 0.916 -2.481 0.221 0.054
H -2.648 1.651 0.163 0.149
```

Results
Charge: 0
2S+1: 1
Energy above the lowest of the compared OMol25 structures with the same formula, charge and spin: 3.0 kcal per mole
Gap between HOMO and LUMO: 0.435 Ha
HOMO: -11.600 eV
E: -742.55229 hartree

***

Record 5
Computed, not measured: a 2-piece molecular cluster, CH2FNO2S overall in a non-equilibrium geometry, with ωB97M-V with the def2-TZVPD basis set.

The geometry in XYZ format:
```
8
Properties=species:S:1:pos:R:3:lowdin_charge:R:1
C -1.781 -0.243 0.060 -0.132
N -0.802 -0.992 -0.108 0.070
O 1.415 1.007 1.175 -0.317
O 1.612 0.787 -1.270 -0.300
F 2.650 -0.982 0.030 -0.248
S 1.454 0.174 -0.013 0.761
H -2.870 -0.561 0.011 0.108
H -1.678 0.809 0.115 0.060
```

Results
Charge: 0
2S+1: 1
Energy above the lowest of the compared OMol25 structures with the same formula, charge and spin: 61.9 kcal per mole
Gap between HOMO and LUMO (alpha / beta): 0.329 / 0.305 Ha
HOMO (alpha / beta): -10.498 / -10.771 eV
E: -742.45841 hartree

***

Record 6
Computed, not measured: a 2-piece molecular cluster, CH2FNOS overall in a non-equilibrium geometry, with ωB97M-V with the def2-TZVPD basis set.

The geometry in XYZ format:
```
7
Properties=species:S:1:pos:R:3:lowdin_charge:R:1
C -0.318 -0.927 0.572 -0.482
N 0.192 0.099 0.011 -0.354
O -0.402 -0.976 1.753 0.087
F 0.044 -0.215 -2.033 -0.371
S -0.057 1.598 -0.064 1.014
H -0.707 -1.721 -0.020 0.134
H 1.248 2.141 -0.219 -0.028
```

Results
Charge: 0
2S+1: 1
Energy above the lowest of the compared OMol25 structures with the same formula, charge and spin: 106.5 kcal per mole
Gap between HOMO and LUMO (alpha / beta): 0.315 / 0.291 Ha
HOMO (alpha / beta): -11.033 / -10.316 eV
E: -667.18055 hartree

***

Record 7
Computed, not measured: a 2-piece molecular cluster, CH2FO4S overall in a non-equilibrium geometry, with ωB97M-V with the def2-TZVPD basis set.

The geometry in XYZ format:
```
9
Properties=species:S:1:pos:R:3:lowdin_charge:R:1
C 0.405 0.201 -0.030 -0.257
O 2.750 -0.389 0.998 -0.319
O 0.745 -1.637 1.644 -0.361
O 1.032 0.653 2.502 -0.325
O 0.819 1.493 -0.051 -0.045
F -0.095 2.430 -1.303 -0.299
S 1.416 -0.328 1.501 0.466
H 0.897 -0.314 -0.796 0.087
H -0.460 -0.135 0.338 0.054
```

Results
Charge: -1
2S+1: 1
Energy above the lowest of the compared OMol25 structures with the same formula, charge and spin: 111.4 kcal per mole
Gap between HOMO and LUMO (alpha / beta): 0.304 / 0.304 Ha
HOMO (alpha / beta): -6.064 / -6.242 eV
E: -838.22870 hartree

***

Record 8
Computed, not measured: a 2-piece molecular cluster, CH2FO4S overall in a non-equilibrium geometry, with ωB97M-V with the def2-TZVPD basis set.

The geometry in XYZ format:
```
9
Properties=species:S:1:pos:R:3:lowdin_charge:R:1
C -1.361 -0.507 -0.303 -0.296
O -0.038 1.058 -0.348 -0.343
O -0.914 -1.379 0.393 -0.081
O 1.280 -0.963 -0.334 -0.297
O 1.131 0.482 1.689 -0.276
F 2.374 1.284 -0.202 -0.334
S 1.017 0.284 0.311 0.462
H -1.621 -0.570 -1.376 0.095
H -1.867 0.309 0.170 0.069
```

Results
Charge: -1
2S+1: 1
Energy above the lowest of the compared OMol25 structures with the same formula, charge and spin: 36.6 kcal per mole
Gap between HOMO and LUMO: 0.348 Ha
HOMO: -5.246 eV
E: -838.34788 hartree

***

Record 9
Computed, not measured: a 2-piece molecular cluster, CH2FPS2 overall in a non-equilibrium geometry, with ωB97M-V with the def2-TZVPD basis set.

The geometry in XYZ format:
```
7
Properties=species:S:1:pos:R:3:lowdin_charge:R:1
C 0.735 0.595 -1.231 -0.807
F 0.802 0.976 -2.459 0.034
P -1.095 -0.793 1.370 0.259
S 1.707 0.598 -0.003 0.741
S -1.692 -0.566 -0.521 0.118
H -0.648 0.499 1.666 -0.164
H 0.191 -1.308 1.178 -0.182
```

Results
Charge: 0
2S+1: 1
Energy above the lowest of the compared OMol25 structures with the same formula, charge and spin: 58.9 kcal per mole
Gap between HOMO and LUMO (alpha / beta): 0.266 / 0.281 Ha
HOMO (alpha / beta): -8.946 / -8.930 eV
E: -1276.77489 hartree

***

Record 10
Computed, not measured: CH2I2 as an isolated structure in a non-equilibrium geometry, with ωB97M-V with the def2-TZVPD basis set.

The geometry in XYZ format:
```
5
Properties=species:S:1:pos:R:3:lowdin_charge:R:1
C -0.152 0.163 0.039 -1.251
I 0.172 -2.041 -0.014 0.539
I 1.615 1.244 -0.109 0.683
H -0.726 0.202 1.030 -0.030
H -0.910 0.431 -0.947 0.058
```

Results
Charge: 0
2S+1: 1
Energy above the lowest of the compared OMol25 structures with the same formula, charge and spin: 13.1 kcal per mole
Gap between HOMO and LUMO: 0.332 Ha
HOMO: -9.412 eV
E: -634.65120 hartree

***

Record 11
Computed, not measured: a 2-piece molecular cluster, CH2I2 overall in a non-equilibrium geometry, with ωB97M-V with the def2-TZVPD basis set.

The geometry in XYZ format:
```
5
Properties=species:S:1:pos:R:3:lowdin_charge:R:1
C 0.548 -0.309 0.030 -0.628
I 1.104 1.715 0.003 0.671
I -2.802 0.061 0.007 0.013
H 0.620 -0.943 0.988 0.017
H 0.530 -0.524 -1.029 -0.073
```

Results
Charge: 0
2S+1: 1
Energy above the lowest of the compared OMol25 structures with the same formula, charge and spin: 54.1 kcal per mole
Gap between HOMO and LUMO (alpha / beta): 0.318 / 0.222 Ha
HOMO (alpha / beta): -9.748 / -8.833 eV
E: -634.58587 hartree

***

Record 12
Computed, not measured: a 2-piece molecular cluster, CH2I2O overall in a non-equilibrium geometry, with ωB97M-V with the def2-TZVPD basis set.

The geometry in XYZ format:
```
6
Properties=species:S:1:pos:R:3:lowdin_charge:R:1
C -0.319 0.042 -0.367 -0.834
O -0.699 -0.972 0.371 -0.084
I 2.752 -0.104 -0.074 -0.082
I -0.805 2.003 0.165 0.845
H -0.288 -0.169 -1.423 0.033
H -0.640 -0.800 1.328 0.121
```

Results
Charge: 0
2S+1: 1
Energy above the lowest of the compared OMol25 structures with the same formula, charge and spin: 28.9 kcal per mole
Gap between HOMO and LUMO (alpha / beta): 0.273 / 0.232 Ha
HOMO (alpha / beta): -8.780 / -8.457 eV
E: -709.86050 hartree

***

Record 13
Computed, not measured: CH2I2O as an isolated structure, with ωB97M-V with the def2-TZVPD basis set.

The geometry in XYZ format:
```
6
Properties=species:S:1:pos:R:3:lowdin_charge:R:1
C 0.993 -0.035 -0.052 -1.283
O 0.212 0.321 0.999 -0.228
I 1.553 -2.168 0.012 0.648
I 2.731 1.230 -0.011 0.752
H 0.524 0.096 -1.029 0.009
H -0.655 -0.106 0.970 0.101
```

Results
Charge: 0
2S+1: 1
Energy above the lowest of the compared OMol25 structures with the same formula, charge and spin: 0.0 kcal per mole
Gap between HOMO and LUMO: 0.335 Ha
HOMO: -9.368 eV
E: -709.90658 hartree

***

Record 14
Computed, not measured: CH2I2O2 as an isolated structure in a non-equilibrium geometry, with ωB97M-V with the def2-TZVPD basis set.

The geometry in XYZ format:
```
7
Properties=species:S:1:pos:R:3:lowdin_charge:R:1
C -1.199 0.065 0.019 -1.395
O -0.382 0.206 1.094 -0.103
O -0.528 -0.019 -1.162 -0.186
I -2.505 -1.815 0.002 0.672
I -2.509 1.784 -0.004 0.779
H -0.488 -0.408 1.769 0.058
H 0.403 0.377 -0.911 0.175
```

Results
Charge: 0
2S+1: 1
Energy above the lowest of the compared OMol25 structures with the same formula, charge and spin: 18.5 kcal per mole
Gap between HOMO and LUMO: 0.318 Ha
HOMO: -9.278 eV
E: -785.14006 hartree

***

Record 15
Computed, not measured: CH2I2S as an isolated structure in a non-equilibrium geometry, with ωB97M-V with the def2-TZVPD basis set.

The geometry in XYZ format:
```
6
Properties=species:S:1:pos:R:3:lowdin_charge:R:1
C 0.188 -0.480 -0.014 -1.025
S -1.096 -1.924 0.232 0.019
I 2.091 -1.437 -0.051 0.719
I -3.161 -0.778 -0.047 0.355
H -0.156 -0.273 -0.989 -0.063
H 0.273 0.389 0.620 -0.005
```

Results
Charge: 0
2S+1: 1
Energy above the lowest of the compared OMol25 structures with the same formula, charge and spin: 0.0 kcal per mole
Gap between HOMO and LUMO: 0.305 Ha
HOMO: -8.970 eV
E: -1032.85679 hartree

***

Record 16
Computed, not measured: an isolated ion of composition CH2IO2S and charge -1 in a non-equilibrium geometry, with ωB97M-V with the def2-TZVPD basis set.

The geometry in XYZ format:
```
7
Properties=species:S:1:pos:R:3:lowdin_charge:R:1
C -0.114 0.486 -0.106 -0.320
O -0.706 1.424 -1.020 -0.372
O -2.039 1.553 1.123 -0.560
S -1.956 0.736 -0.054 0.614
I -4.812 0.058 -0.198 -0.449
H 0.174 -0.431 -0.378 0.008
H 0.124 0.829 0.927 0.079
```

Results
Charge: -1
2S+1: 1
Energy above the lowest of the compared OMol25 structures with the same formula, charge and spin: 20.3 kcal per mole
Gap between HOMO and LUMO: 0.255 Ha
HOMO: -3.508 eV
E: -885.66014 hartree

***

Record 17
Computed, not measured: a 2-piece molecular cluster, CH2IO3S overall in a non-equilibrium geometry, with ωB97M-V with the def2-TZVPD basis set.

The geometry in XYZ format:
```
8
Properties=species:S:1:pos:R:3:lowdin_charge:R:1
C -0.913 0.275 -0.264 -0.633
O 2.186 1.186 -2.450 -0.499
O 2.338 -1.274 -1.894 -0.441
O 0.097 -0.137 -2.244 -0.512
S 1.577 -0.218 -2.510 0.544
I -2.513 -1.028 0.036 0.591
H -0.029 0.411 0.427 0.006
H -1.528 1.197 -0.450 -0.055
```

Results
Charge: -1
2S+1: 1
Energy above the lowest of the compared OMol25 structures with the same formula, charge and spin: 82.6 kcal per mole
Gap between HOMO and LUMO (alpha / beta): 0.238 / 0.252 Ha
HOMO (alpha / beta): -3.704 / -4.053 eV
E: -960.85276 hartree

***

Record 18
Computed, not measured: CH2IPS2 as an isolated structure in a non-equilibrium geometry, with ωB97M-V with the def2-TZVPD basis set.

The geometry in XYZ format:
```
7
Properties=species:S:1:pos:R:3:lowdin_charge:R:1
C -1.433 -0.024 0.175 -1.396
P 1.507 0.106 0.396 0.437
S -0.592 2.223 -0.258 0.001
S -0.176 -1.104 0.158 0.424
I -3.378 -0.457 -0.311 0.825
H 2.269 -1.033 0.752 -0.142
H 1.802 0.289 -0.912 -0.149
```

Results
Charge: 0
2S+1: 1
Energy above the lowest of the compared OMol25 structures with the same formula, charge and spin: 84.3 kcal per mole
Gap between HOMO and LUMO: 0.233 Ha
HOMO: -8.117 eV
E: -1474.55255 hartree

***

Record 19
Computed, not measured: CH2LiOZn as an isolated structure in a non-equilibrium geometry, with ωB97M-V with the def2-TZVPD basis set.

The geometry in XYZ format:
```
6
Properties=species:S:1:pos:R:3:lowdin_charge:R:1
C 0.192 -0.453 -0.419 -0.625
O -0.101 0.540 -1.084 -0.379
H 0.587 -1.460 -0.547 0.038
Zn 1.306 0.700 1.178 0.471
Li -1.238 1.145 0.476 0.518
H -0.746 -0.472 0.395 -0.022
```

Results
Charge: 0
2S+1: 2
Energy above the lowest of the compared OMol25 structures with the same formula, charge and spin: 0.0 kcal per mole
Gap between HOMO and LUMO (alpha / beta): 0.199 / 0.243 Ha
HOMO (alpha / beta): -5.926 / -7.439 eV
E: -1901.27555 hartree

***

Record 20
Computed, not measured: CH2N2O as an isolated structure in a non-equilibrium geometry, with ωB97M-V with the def2-TZVPD basis set.

The geometry in XYZ format:
```
6
Properties=species:S:1:pos:R:3:lowdin_charge:R:1
C 0.261 0.189 -0.784 -0.229
N 0.981 -0.179 0.225 0.058
N -0.180 0.039 1.018 -0.026
O -0.911 0.442 -0.152 -0.026
H 0.292 0.297 -1.833 0.107
H -0.442 -0.788 1.526 0.116
```

Results
Charge: 0
2S+1: 1
Energy above the lowest of the compared OMol25 structures with the same formula, charge and spin: 88.7 kcal per mole
Gap between HOMO and LUMO: 0.409 Ha
HOMO: -10.055 eV
E: -223.91964 hartree